Density functional theory data (ωB97M-V with the def2-TZVPD basis set) for a 6-piece molecular cluster, C24H29N6O11 overall.

Energy relative to the best compared isomer or geometry (same formula, charge and spin) (kcal per mole): 35.7
E_HOMO (eV): -6.2
Frontier orbital gap (eV): 6.779
LUMO (eV): 0.58

ORCA input file:
```
! wB97M-V def2-TZVPD RIJCOSX def2/J DEFGRID3
* xyz -1 1
N -1.377 0.092 0.713
O -0.214 0.134 0.214
O -1.947 -0.977 0.797
O -1.920 1.174 1.126
C 4.471 0.573 0.898
C 3.019 0.873 0.112
C 3.136 1.015 -1.455
C 4.456 1.236 -2.106
C 5.822 1.059 -1.211
C 5.757 0.734 0.215
N 4.496 1.567 -3.506
O 3.419 1.968 -4.056
O 5.573 1.671 -3.998
H 4.628 0.341 1.926
H 2.093 0.817 0.725
H 2.179 1.104 -2.075
H 6.749 1.304 -1.727
H 6.742 0.735 0.672
C -0.790 1.242 -2.663
C -1.258 -0.166 -3.146
C -0.947 -0.389 -4.532
C -0.290 0.608 -5.562
C 0.068 1.952 -5.040
C -0.131 2.168 -3.469
N -0.082 0.230 -6.970
O -1.114 -0.300 -7.525
O 1.066 0.167 -7.401
H -0.815 1.399 -1.718
H -1.472 -0.641 -2.431
H -1.224 -1.381 -4.814
H 0.610 2.670 -5.578
H 0.182 3.030 -3.077
C -3.020 -1.259 5.553
C -3.029 -1.531 4.090
C -3.769 -2.774 3.595
C -4.760 -3.321 4.679
C -4.461 -3.145 6.186
C -3.617 -1.928 6.612
N -5.796 -4.189 4.198
O -5.889 -4.547 3.001
O -6.774 -4.269 5.021
H -2.482 -0.507 5.934
H -2.452 -0.862 3.317
H -3.668 -3.102 2.550
H -5.189 -3.602 6.953
H -3.523 -1.804 7.728
C -1.673 4.002 -0.636
O -2.568 4.101 -1.455
N -0.531 4.700 -0.782
C 0.614 4.394 0.231
C -0.210 5.773 -1.762
H -1.903 3.505 0.329
H 1.131 3.598 -0.309
H 0.126 4.007 1.125
H 1.019 5.221 0.516
H -1.031 5.943 -2.498
H 0.678 5.363 -2.478
H 0.100 6.658 -1.225
C 1.173 -5.281 1.900
O 1.025 -5.664 3.027
N 1.083 -3.967 1.507
C 1.490 -3.555 0.215
C 0.360 -3.025 2.231
H 1.592 -5.921 0.993
H 2.410 -3.814 -0.206
H 1.369 -2.515 -0.006
H 0.891 -4.314 -0.643
H 0.539 -3.187 3.173
H -0.659 -3.250 2.066
H 0.543 -1.974 1.962
*
```


Density functional theory data (ωB97M-V with the def2-TZVPD basis set) for a 8-piece molecular cluster, C32H40F24O16 overall.

SMILES: CCOC(=O)C(F)(F)F.CCOC(=O)C(F)(F)F.CCOC(=O)C(F)(F)F.CCOC(=O)C(F)(F)F.CCOC(=O)C(F)(F)F.CCOC(=O)C(F)(F)F.CCOC(=O)C(F)(F)F.CCOC(=O)C(F)(F)F
Energy relative to the best compared isomer or geometry (same formula, charge and spin) (kcal per mole): 48.8
E_HOMO (eV): -11.1
Frontier orbital gap (eV): 11.592
LUMO (eV): 0.48

ORCA input file:
```
! wB97M-V def2-TZVPD RIJCOSX def2/J DEFGRID3
* xyz 0 1
C 5.093 1.727 -7.435
C 5.175 0.929 -6.111
O 3.720 0.661 -5.766
C 3.138 1.537 -4.890
O 3.476 2.578 -4.524
C 1.805 0.931 -4.545
F 1.892 -0.368 -4.160
F 1.222 1.604 -3.532
F 0.971 1.029 -5.568
H 4.263 1.373 -8.072
H 6.084 1.685 -7.949
H 4.875 2.744 -7.115
H 5.673 1.449 -5.303
H 5.749 -0.015 -6.269
C 0.695 6.383 3.328
C 0.535 5.634 4.691
O 1.614 4.691 4.729
C 1.456 3.681 5.567
O 0.540 3.413 6.297
C 2.675 2.665 5.594
F 3.650 3.019 4.794
F 3.112 2.645 6.877
F 2.258 1.476 5.206
H 0.318 5.820 2.460
H 1.691 6.753 3.196
H 0.003 7.272 3.363
H -0.409 5.066 4.600
H 0.549 6.323 5.559
C -2.996 -1.732 -4.238
C -3.779 -3.051 -3.921
O -4.911 -3.087 -4.843
C -5.376 -4.282 -5.025
O -5.020 -5.307 -4.526
C -6.360 -4.349 -6.166
F -5.767 -4.545 -7.354
F -7.238 -5.324 -5.895
F -7.088 -3.186 -6.321
H -2.155 -1.660 -3.549
H -3.618 -0.848 -4.067
H -2.758 -1.761 -5.318
H -4.188 -3.191 -2.941
H -3.152 -3.913 -4.183
C 5.471 -2.820 1.635
C 4.343 -3.470 0.885
O 3.217 -3.678 1.771
C 2.233 -2.769 1.830
O 2.183 -1.733 1.244
C 1.065 -3.396 2.633
F 0.337 -4.102 1.774
F 1.390 -4.081 3.715
F 0.318 -2.340 3.018
H 5.790 -3.500 2.428
H 5.219 -1.819 1.939
H 6.333 -2.701 0.997
H 4.508 -4.515 0.608
H 4.039 -2.951 -0.047
C 2.682 2.645 -0.034
C 3.317 2.886 -1.415
O 3.904 1.709 -1.977
C 4.729 0.875 -1.338
O 5.186 1.048 -0.220
C 4.907 -0.379 -2.221
F 3.785 -1.125 -2.371
F 5.436 -0.049 -3.354
F 5.742 -1.117 -1.516
H 3.449 2.573 0.763
H 2.151 1.689 -0.042
H 1.885 3.345 0.166
H 4.129 3.594 -1.286
H 2.504 3.162 -2.109
C -0.272 -0.588 6.512
C -1.800 -0.817 6.694
O -2.554 -1.051 5.428
C -2.267 -2.268 4.872
O -1.567 -3.141 5.297
C -3.149 -2.454 3.608
F -4.305 -2.991 3.856
F -3.301 -1.317 2.993
F -2.481 -3.305 2.836
H 0.140 -1.442 5.984
H 0.163 -0.576 7.535
H -0.104 0.402 6.051
H -2.211 0.013 7.257
H -1.938 -1.721 7.350
C -0.036 -1.362 -1.108
C -0.784 -0.137 -0.701
O -0.183 0.232 0.591
C -0.864 1.242 1.109
O -1.826 1.813 0.666
C -0.143 1.624 2.457
F -0.878 1.145 3.414
F 1.143 1.163 2.562
F -0.105 3.029 2.533
H 1.040 -1.091 -1.143
H -0.410 -1.735 -2.070
H -0.094 -2.107 -0.303
H -1.820 -0.324 -0.600
H -0.549 0.649 -1.447
C -5.672 2.258 -1.341
C -5.293 1.567 -0.077
O -5.884 0.250 0.038
C -5.195 -0.770 -0.450
O -4.328 -0.717 -1.280
C -5.663 -2.134 0.114
F -5.674 -2.206 1.385
F -6.910 -2.352 -0.346
F -4.819 -3.039 -0.296
H -5.034 3.161 -1.509
H -6.751 2.475 -1.445
H -5.441 1.547 -2.105
H -5.638 2.126 0.831
H -4.212 1.502 0.097
*
```


Density functional theory data (ωB97M-V with the def2-TZVPD basis set) for an isolated ion of composition C3H8NO and charge +1.

SMILES: C1C[NH2+]OC1
Energy relative to the best compared isomer or geometry (same formula, charge and spin) (kcal per mole): 53.9
E_HOMO (eV): -16.3
Frontier orbital gap (eV): 12.590
LUMO (eV): -3.68

ORCA input file:
```
! wB97M-V def2-TZVPD RIJCOSX def2/J DEFGRID3
* xyz 1 1
C 0.877 0.549 0.119
C 0.569 -0.799 -0.467
N -0.671 -1.061 0.321
O -1.487 0.077 -0.008
C -0.498 1.189 -0.036
H 1.658 1.007 -0.479
H 1.010 0.481 1.223
H 1.221 -1.582 -0.241
H 0.397 -0.686 -1.535
H -1.334 -1.856 0.059
H -0.556 -0.931 1.355
H -0.711 1.912 0.644
H -0.475 1.700 -0.956
*
```


Density functional theory data (ωB97M-V with the def2-TZVPD basis set) for a 2-piece molecular cluster, CH5N4O2 overall.

Energy relative to the best compared isomer or geometry (same formula, charge and spin) (kcal per mole): 41.0
E_HOMO (eV): -15.0
Frontier orbital gap (eV): 9.737
LUMO (eV): -5.28

ORCA input file:
```
! wB97M-V def2-TZVPD RIJCOSX def2/J DEFGRID3
* xyz 1 1
C 2.361 0.098 0.362
N -0.686 -0.690 0.073
N 2.714 -0.831 -0.320
N -0.072 0.336 -0.407
N -0.646 1.463 -0.318
O 1.847 0.800 1.139
O -1.912 -0.523 0.692
H -0.518 -1.645 -0.318
H 2.998 -0.770 -1.239
H -1.579 1.401 0.038
H 0.035 2.168 -0.468
H -1.677 -0.940 1.529
*
```


Density functional theory data (ωB97M-V with the def2-TZVPD basis set) for C23H21GeN3NiS2 as an isolated structure.

Energy relative to the best compared isomer or geometry (same formula, charge and spin) (kcal per mole): 23.1
E_HOMO (eV): -1.1
Frontier orbital gap (eV): 5.640
LUMO (eV): 4.53

ORCA input file:
```
! wB97M-V def2-TZVPD RIJCOSX def2/J DEFGRID3
* xyz -2 1
Ni -0.262 0.092 -0.374
S -0.998 -4.028 -0.436
C -1.858 -3.000 0.585
S -2.130 -1.285 0.298
C -2.464 -3.496 1.772
C -3.358 -2.744 2.579
N -4.132 -2.203 3.252
C -2.316 -4.845 2.190
N -2.208 -5.919 2.610
C 1.200 3.536 -2.445
C 0.917 4.524 -1.510
C 0.325 4.154 -0.313
C 0.035 2.811 -0.072
C 0.316 1.771 -0.992
C 0.898 2.205 -2.191
C -0.496 2.362 1.229
C -1.055 3.230 2.207
C -1.449 2.711 3.400
C -1.263 1.336 3.676
C -1.583 0.748 4.926
C -1.341 -0.575 5.138
C -0.762 -1.368 4.120
C -0.471 -0.837 2.899
C -0.729 0.535 2.652
N -0.411 1.064 1.434
H 1.664 3.808 -3.388
H 1.162 5.562 -1.706
H 0.113 4.910 0.434
H 1.115 1.480 -2.959
H -1.182 4.279 1.980
H -1.904 3.342 4.156
H -2.028 1.372 5.694
H -1.610 -1.039 6.078
H -0.595 -2.422 4.299
H -0.071 -1.436 2.093
C 1.957 -3.027 -3.582
Ge 1.636 -1.130 -3.151
C 3.366 -0.411 -2.531
C 1.246 -0.301 -4.913
C 0.215 -1.022 -1.868
H 2.731 -3.136 -4.348
H 1.031 -3.482 -3.936
H 2.259 -3.569 -2.685
H 4.090 -0.366 -3.349
H 3.767 -1.067 -1.754
H 3.251 0.587 -2.105
H 1.960 -0.650 -5.664
H 1.273 0.788 -4.894
H 0.245 -0.605 -5.226
H -0.664 -1.542 -2.249
H 0.569 -1.703 -1.060
*
```


Density functional theory data (ωB97M-V with the def2-TZVPD basis set) for a 8-piece molecular cluster, H16O8 overall.

SMILES: O.O.O.O.O.O.O.O
Energy relative to the best compared isomer or geometry (same formula, charge and spin) (kcal per mole): 46.0
E_HOMO (eV): -10.7
Frontier orbital gap (eV): 10.332
LUMO (eV): -0.39

ORCA input file:
```
! wB97M-V def2-TZVPD RIJCOSX def2/J DEFGRID3
* xyz 0 1
O 6.809 6.328 1.900
H 7.072 7.159 2.307
H 7.200 5.638 2.469
O 8.367 4.474 3.524
H 7.673 4.045 4.045
H 9.014 4.778 4.178
O 4.931 4.859 4.689
H 5.097 5.520 5.374
H 4.058 4.499 4.896
O 10.227 3.424 1.070
H 9.932 2.630 1.531
H 9.733 4.140 1.491
O 10.365 4.196 5.995
H 9.883 4.375 6.811
H 10.368 3.232 5.912
O 6.622 2.536 5.424
H 5.850 3.114 5.290
H 6.599 2.299 6.358
O 7.708 1.350 2.933
H 7.292 1.871 3.643
H 7.482 1.810 2.116
O 12.414 5.893 4.902
H 11.731 5.264 5.199
H 13.237 5.395 4.914
*
```


Density functional theory data (ωB97M-V with the def2-TZVPD basis set) for one molecule with the formula C6H8OS.

SMILES: S=C1[C@@H]2COC[C@H]1C2
Energy relative to the best compared isomer or geometry (same formula, charge and spin) (kcal per mole): 36.9
E_HOMO (eV): -8.5
Frontier orbital gap (eV): 8.668
LUMO (eV): 0.15

ORCA input file:
```
! wB97M-V def2-TZVPD RIJCOSX def2/J DEFGRID3
* xyz 0 1
S -2.921 -0.639 0.007
C -1.401 -0.121 -0.001
C -0.414 0.325 -1.055
C 0.675 -0.767 -1.189
O 0.837 -1.485 0.020
C 0.672 -0.740 1.206
C -0.422 0.343 1.064
C 0.045 1.361 -0.019
H -0.809 0.620 -2.014
H 1.585 -0.291 -1.498
H 0.384 -1.500 -1.956
H 0.382 -1.423 1.998
H 1.596 -0.250 1.493
H -0.806 0.668 2.000
H 1.120 1.616 -0.021
H -0.521 2.283 -0.035
*
```


Density functional theory data (ωB97M-V with the def2-TZVPD basis set) for one molecule with the formula C5H10O.

SMILES: OCC1CCC1
Energy relative to the best compared isomer or geometry (same formula, charge and spin) (kcal per mole): 66.2
E_HOMO (eV): -9.4
Frontier orbital gap (eV): 10.499
LUMO (eV): 1.06

ORCA input file:
```
! wB97M-V def2-TZVPD RIJCOSX def2/J DEFGRID3
* xyz 0 1
O -1.461 -0.116 2.076
C -0.225 0.418 1.725
C -0.180 0.448 0.193
C 1.181 0.540 -0.515
C 0.610 -0.285 -1.641
C -0.681 -0.865 -0.429
H -1.636 -0.805 1.180
H -0.100 1.446 2.079
H 0.621 -0.182 2.102
H -0.835 1.244 -0.187
H 1.967 0.005 0.032
H 1.526 1.554 -0.749
H 0.129 0.289 -2.441
H 1.115 -1.175 -1.990
H -0.222 -1.796 -0.121
H -1.557 -0.961 -1.053
*
```


Density functional theory data (ωB97M-V with the def2-TZVPD basis set) for one molecule with the formula C3H4O2S.

SMILES: COC(=O)C=S
Energy relative to the best compared isomer or geometry (same formula, charge and spin) (kcal per mole): 28.5
E_HOMO (eV): -9.3
Frontier orbital gap (eV): 8.362
LUMO (eV): -0.90

ORCA input file:
```
! wB97M-V def2-TZVPD RIJCOSX def2/J DEFGRID3
* xyz 0 1
C 0.872 0.545 -2.373
O 0.900 0.599 -0.943
C 0.191 -0.424 -0.361
O -0.371 -1.313 -0.909
C 0.301 -0.259 1.132
S -1.018 0.343 1.941
H -0.153 0.641 -2.715
H 1.348 -0.398 -2.747
H 1.427 1.376 -2.729
H 1.254 -0.560 1.565
*
```